[1]
16
Properties=species:S:1:pos:R:3 method="wB97M-V/def2-TZVPD" de_lowest_kj_mol=59.6 spin_multiplicity=1 smiles="NC(=O)CCCS" lumo_ev=0.76 total_energy_ha=-685.99624
N 0.784 1.506 1.750
C 0.657 1.085 0.445
O 1.635 0.919 -0.255
C -0.768 0.649 0.015
C -0.887 -0.869 0.021
C 0.072 -1.602 -0.897
S 0.246 -1.084 -2.629
H 1.496 2.134 1.958
H 0.079 1.323 2.434
H -1.339 1.173 0.785
H -0.957 1.186 -0.913
H -0.681 -1.224 1.031
H -1.936 -1.118 -0.139
H 1.059 -1.572 -0.454
H -0.062 -2.663 -0.880
H 0.602 0.157 -2.272

***

[2]
16
Properties=species:S:1:pos:R:3 method="wB97M-V/def2-TZVPD" de_lowest_kj_mol=725.3 spin_multiplicity=1 lumo_ev=-0.23 total_energy_ha=-685.74270
C 0.098 0.947 -0.463
C 0.457 0.301 0.876
C -0.943 -0.237 1.180
C -1.356 0.697 -0.089
H -0.217 0.750 -2.428
H -0.593 -0.559 -1.736
H 0.300 1.950 -0.474
H 0.709 0.992 1.634
H 2.667 -0.282 2.146
H -0.686 -1.241 0.809
H -1.337 -0.234 2.093
H -2.095 1.430 0.291
H -2.755 -1.052 -0.841
N 0.331 0.220 -1.673
O -2.020 0.034 -1.231
S 1.770 -0.864 0.690

***

[3]
16
Properties=species:S:1:pos:R:3 method="wB97M-V/def2-TZVPD" de_lowest_kj_mol=373.9 spin_multiplicity=1 lumo_ev=0.61 total_energy_ha=-685.87653
C 0.458 0.431 -0.028
C 0.510 1.872 -0.015
C 1.719 -0.328 -0.169
C -0.856 -1.484 0.152
N -0.724 -0.050 0.105
O -3.391 -0.732 0.372
S -2.786 0.586 0.096
H 1.445 2.337 -0.192
H 0.129 2.373 0.902
H -0.103 2.073 -0.831
H 1.576 -1.271 0.252
H 2.569 0.154 0.384
H 1.905 -0.344 -1.170
H -0.178 -1.846 -0.725
H -0.414 -1.971 0.991
H -1.861 -1.800 -0.124

***

[4]
16
Properties=species:S:1:pos:R:3 method="wB97M-V/def2-TZVPD" de_lowest_kj_mol=326.7 spin_multiplicity=1 smiles="C/C=C/COSN" lumo_ev=0.82 total_energy_ha=-685.89450
C 2.396 -0.957 -0.179
C 0.935 -0.878 -0.166
C 0.132 -0.518 0.807
C -1.332 -0.573 0.494
O -1.622 -0.257 -0.849
S -1.425 1.196 -1.484
N -2.851 2.171 -1.422
H 2.853 -1.812 -0.770
H 2.676 -1.088 0.879
H 2.888 0.080 -0.482
H 0.299 -1.301 -0.953
H 0.318 -0.006 1.755
H -1.659 -1.595 0.521
H -1.748 0.066 1.192
H -3.428 2.103 -2.262
H -2.590 3.085 -1.187

***

[5]
16
Properties=species:S:1:pos:R:3 method="wB97M-V/def2-TZVPD" de_lowest_kj_mol=298.8 spin_multiplicity=1 lumo_ev=0.95 total_energy_ha=-685.90516
C -0.978 0.345 0.655
C -0.042 -0.568 1.635
C -0.641 1.102 -0.419
C 0.783 1.207 -0.853
N 0.059 -2.523 -0.143
O -1.966 -2.376 1.636
S -0.475 -2.321 1.541
H -2.007 0.526 0.785
H -0.486 -1.758 -0.460
H 1.038 -0.344 1.467
H -0.433 -0.204 2.598
H -1.397 1.590 -0.961
H 1.088 2.195 -0.482
H 0.831 1.144 -1.967
H 1.199 0.275 -0.452
H -0.419 -3.313 -0.566

***

[6]
16
Properties=species:S:1:pos:R:3 method="wB97M-V/def2-TZVPD" de_lowest_kj_mol=642.5 spin_multiplicity=1 lumo_ev=0.73 total_energy_ha=-685.77423
C 0.634 2.155 -0.031
C -0.770 2.534 -0.189
C -0.395 1.289 0.544
C 0.693 -2.751 -0.535
N -0.641 -0.292 -0.510
O 0.132 -1.387 1.729
S -0.357 -1.519 0.376
H 1.098 1.954 -0.935
H 1.381 2.666 0.690
H -1.084 3.385 0.474
H -1.297 2.353 -1.236
H -0.545 0.883 1.450
H 0.178 -3.713 -0.834
H 0.890 -2.078 -1.384
H 1.573 -3.182 0.017
H -1.490 -2.298 0.375

***

[7]
16
Properties=species:S:1:pos:R:3 method="wB97M-V/def2-TZVPD" de_lowest_kj_mol=51.7 spin_multiplicity=1 smiles="CNC(=O)CCS" lumo_ev=0.76 total_energy_ha=-685.99926
C -1.707 1.498 0.849
N -1.846 0.110 0.452
C -0.855 -0.689 -0.033
O -1.018 -1.887 -0.163
C 0.440 -0.014 -0.462
C 1.567 -1.028 -0.515
S 3.103 -0.317 -1.194
H -1.007 1.591 1.668
H -2.676 1.900 1.052
H -1.233 2.075 0.050
H -2.685 -0.397 0.681
H 0.280 0.360 -1.484
H 0.674 0.877 0.112
H 1.275 -1.817 -1.201
H 1.739 -1.508 0.447
H 3.948 -0.754 -0.261

***

[8]
16
Properties=species:S:1:pos:R:3 method="wB97M-V/def2-TZVPD" de_lowest_kj_mol=564.2 spin_multiplicity=1 lumo_ev="-0.65 / -0.65" total_energy_ha=-685.80407
C -1.065 -1.133 -0.263
C -0.444 -1.289 1.107
C 0.122 -0.933 -1.195
C 1.303 2.065 0.602
N 0.991 -1.194 1.159
O 2.878 -0.645 -0.441
S 1.493 -0.341 -0.033
H -1.597 -2.008 -0.492
H -1.807 -0.311 -0.128
H -0.763 -0.473 1.897
H -0.881 -2.253 1.472
H 0.434 -1.946 -1.467
H -0.110 -0.544 -2.130
H 0.502 2.608 -0.046
H 1.104 1.843 1.536
H 2.284 2.433 0.363

***

[9]
16
Properties=species:S:1:pos:R:3 method="wB97M-V/def2-TZVPD" de_lowest_kj_mol=218.8 spin_multiplicity=1 lumo_ev=0.73 total_energy_ha=-685.93560
C -1.755 -0.175 0.322
C -0.159 1.853 -0.938
C 2.077 -0.968 0.762
C -0.067 0.657 -0.097
N -1.651 -1.456 -0.031
O -2.684 0.411 0.856
S 1.107 -0.712 -0.782
H -1.027 1.890 -1.693
H -0.212 2.777 -0.395
H 0.735 1.887 -1.595
H 1.375 -1.301 1.456
H 2.454 -0.065 0.974
H 2.601 -1.815 0.452
H 0.469 0.847 0.901
H -0.947 -1.812 -0.632
H -2.318 -2.018 0.441

***

[10]
16
Properties=species:S:1:pos:R:3 method="wB97M-V/def2-TZVPD" de_lowest_kj_mol=1073.4 spin_multiplicity=1 lumo_ev=-3.58 total_energy_ha=-685.61010
C 1.029 -0.314 -0.194
C 2.130 -1.220 0.470
C 2.361 0.334 0.506
S 5.022 -1.369 1.190
C -2.890 0.859 -0.676
N -4.335 0.679 -0.587
O -2.263 -0.050 -1.125
H -3.294 2.587 -1.123
H 1.050 -0.356 -1.304
H 1.833 -1.763 1.373
H 3.152 -1.667 0.403
H 3.168 0.605 -0.169
H 2.374 0.632 1.561
H 0.032 -0.136 0.254
H -4.652 1.433 0.039
H -4.716 -0.256 -0.619

***

[11]
16
Properties=species:S:1:pos:R:3 method="wB97M-V/def2-TZVPD" de_lowest_kj_mol=88.3 spin_multiplicity=1 smiles="CNC(=O)CCS" lumo_ev=0.80 total_energy_ha=-685.98530
C -1.980 1.288 -0.661
N -1.884 -0.025 -0.077
C -0.731 -0.765 0.064
O -0.775 -1.964 -0.124
C 0.534 0.043 0.290
C 1.736 -0.880 0.474
S 3.270 0.063 0.067
H -1.436 2.087 -0.142
H -3.015 1.633 -0.669
H -1.672 1.369 -1.708
H -2.756 -0.379 0.281
H 0.644 0.600 -0.644
H 0.412 0.725 1.124
H 1.645 -1.792 -0.099
H 1.806 -1.141 1.531
H 4.202 -0.863 0.293

***

[12]
17
Properties=species:S:1:pos:R:3 method="wB97M-V/def2-TZVPD" de_lowest_kj_mol=430.1 spin_multiplicity=1 smiles="C[C@@H](N=O)C(C)(S)S" lumo_ev="-0.35 / -0.35" total_energy_ha=-1084.03244
C 0.341 1.463 1.333
C 0.685 0.797 0.031
N 2.000 0.192 0.073
O 2.545 0.066 -0.997
C -0.364 -0.533 -0.246
C 0.033 -1.221 -1.483
S -0.504 -1.677 1.211
S -1.976 0.426 -0.357
H -0.707 1.682 1.279
H 0.817 2.447 1.480
H 0.391 0.952 2.203
H 0.414 1.380 -0.884
H -0.625 -1.679 -2.144
H 0.771 -1.995 -1.108
H 0.782 -0.763 -2.070
H -1.495 -1.066 1.907
H -3.110 -0.470 -0.227